Record 1
This record from the Open Molecules 2025 dataset describes C7H8I3N2O2PS as an isolated structure. The level of theory is ωB97M-V/def2-TZVPD.

Structure (XYZ):
```
24
C7H8I3N2O2PS, DFT ωB97M-V/def2-TZVPD
C 2.757 -1.024 0.440
C 2.294 0.050 -0.702
I 2.296 -0.839 -2.752
C 0.983 0.955 -0.379
I 0.804 2.353 -2.094
C -0.393 0.201 0.035
C -0.231 -0.134 1.675
N -0.002 -0.429 2.933
C -0.666 -1.261 -0.636
I -1.614 -1.310 -2.587
C -1.685 -2.069 0.416
N -2.582 -2.670 1.162
P -1.959 1.360 0.066
O -3.210 0.729 1.158
O -2.565 1.823 -1.477
S -1.327 3.018 0.956
H 3.815 -1.480 0.129
H 2.916 -0.453 1.457
H 2.049 -1.939 0.597
H 3.202 0.827 -0.771
H 1.276 1.660 0.540
H 0.300 -1.938 -0.696
H -2.947 1.118 2.063
H -3.515 1.453 -1.534
```

As for the HOMO energy: -0.328 Eh. Its frontier orbital gap is 0.28563 Eh. The LUMO energy comes out at -1.150 eV. The total energy comes out at -58884.277 eV.

***

Record 2
This record from the Open Molecules 2025 dataset describes a 2-piece molecular cluster, C3H4FO2 overall. The level of theory is ωB97M-V/def2-TZVPD.

Structure (XYZ):
```
10
C3H4FO2, DFT ωB97M-V/def2-TZVPD
C 2.291 0.365 -0.023
C 0.080 -0.700 0.987
C 0.931 -0.450 -0.217
O 2.186 1.171 0.886
O 3.195 0.052 -0.785
F 1.248 -1.703 -0.762
H 0.645 -1.223 1.760
H -0.391 0.221 1.378
H -0.769 -1.453 0.691
H -0.032 0.367 -1.105
```

As for the energy above the lowest of the compared OMol25 structures with the same formula, charge and spin: 1.221 eV. As for the HOMO energy: -0.151 Eh. Its frontier orbital gap is 0.31106 Eh. The LUMO energy comes out at 4.356 eV. The total energy comes out at -9988.294 eV. As for the net charge: -1.

***

Record 3
This record from the Open Molecules 2025 dataset describes C23H27F10N6Pt as an isolated structure. The level of theory is ωB97M-V/def2-TZVPD.

Structure (XYZ):
```
67
C23H27F10N6Pt, DFT ωB97M-V/def2-TZVPD
Pt -0.143 0.826 -1.045
C 0.150 3.662 -0.406
N -0.050 2.785 -1.583
C -1.342 3.121 -2.253
C -2.475 2.504 -1.450
N -2.143 1.096 -1.270
C -3.169 0.202 -1.069
C -3.193 -1.037 -1.723
F -2.187 -1.362 -2.559
C -4.192 -1.972 -1.532
F -4.146 -3.138 -2.174
C -5.250 -1.692 -0.682
F -6.222 -2.579 -0.501
C -5.275 -0.474 -0.022
F -6.269 -0.195 0.815
C -4.247 0.434 -0.207
F -4.276 1.570 0.509
C 1.126 2.887 -2.488
C 2.327 2.236 -1.816
N 1.891 0.972 -1.219
C 2.914 0.168 -0.750
C 3.148 -1.122 -1.234
F 2.337 -1.630 -2.171
C 4.178 -1.922 -0.767
F 4.347 -3.150 -1.253
C 5.028 -1.453 0.219
F 6.013 -2.218 0.676
C 4.827 -0.185 0.744
F 5.608 0.260 1.723
C 3.784 0.585 0.267
F 3.552 1.774 0.863
H 0.263 4.697 -0.738
H 1.045 3.354 0.128
H -0.710 3.588 0.255
H -1.312 2.680 -3.248
H -1.440 4.206 -2.339
H -3.405 2.617 -2.015
H -2.618 3.053 -0.511
H 1.320 3.936 -2.730
H 0.871 2.353 -3.403
H 2.780 2.922 -1.089
H 3.082 2.065 -2.592
N 1.833 -2.418 1.555
C 0.616 -2.736 2.332
C 0.381 -1.607 3.342
C -0.069 -0.303 2.688
N 1.063 0.281 1.873
C -1.270 -0.525 1.778
C -1.069 -1.617 0.729
N -0.193 -1.189 -0.418
C -0.575 -2.909 1.385
H 2.650 -2.449 2.160
H 1.616 -0.512 1.487
H 1.998 -3.131 0.850
H 0.739 -3.667 2.891
H 1.284 -1.448 3.938
H -0.399 -1.909 4.043
H -0.320 0.433 3.449
H 1.682 0.890 2.405
H 0.670 0.803 1.051
H -1.575 0.405 1.292
H -2.099 -0.836 2.418
H -2.045 -1.809 0.289
H -0.470 -1.715 -1.245
H 0.764 -1.477 -0.225
H -0.333 -3.651 0.618
H -1.406 -3.328 1.957
```

As for the HOMO energy: -0.364 Eh. Its frontier orbital gap is 0.26581 Eh. The LUMO energy comes out at -2.663 eV. The total energy comes out at -63644.731 eV. As for the net charge: +1.

***

Record 4
This record from the Open Molecules 2025 dataset describes C56H124F6N4NiO20 as an isolated structure. The level of theory is ωB97M-V/def2-TZVPD.

Structure (XYZ):
```
211
C56H124F6N4NiO20, DFT ωB97M-V/def2-TZVPD
Ni -1.817 3.147 -2.785
C -3.339 -2.782 3.344
O -4.137 -1.572 3.274
O -4.270 -3.832 3.333
C -2.092 -2.868 2.376
F -2.404 -2.526 1.084
F -0.987 -2.184 2.689
F -1.565 -4.087 2.313
C -3.459 -0.323 2.905
C -4.438 0.843 2.941
H -3.995 1.824 2.771
H -5.078 0.571 2.101
H -4.959 0.912 3.895
H -3.072 -0.301 1.886
H -2.658 -0.033 3.584
H -2.930 -2.767 4.355
C 0.263 1.028 -0.993
O 0.583 1.179 0.366
O -0.434 2.193 -1.359
C 1.566 0.580 -1.842
F 1.163 0.170 -3.067
F 2.566 1.428 -1.972
F 2.123 -0.512 -1.268
C 0.092 0.187 1.359
C 0.567 0.677 2.770
H 0.029 0.080 3.507
H 1.643 0.536 2.877
H 0.438 1.754 2.873
H 0.470 -0.813 1.148
H -0.989 0.073 1.446
H -0.471 0.225 -1.058
C -1.997 0.112 6.429
C -1.338 1.447 6.963
C -0.759 2.133 5.689
C -0.437 3.606 5.980
C -1.632 4.353 6.415
C -2.239 3.773 7.696
N -2.365 2.236 7.571
O -2.989 1.617 8.695
C -1.393 4.075 8.935
C -3.631 4.441 7.766
C -0.200 1.113 7.918
H -2.312 -0.485 7.285
H -1.187 -0.377 5.888
H -2.858 0.358 5.808
H 0.101 1.573 5.325
H -1.517 2.160 4.907
H -0.324 4.063 4.997
H 0.336 3.829 6.715
H -2.310 4.348 5.562
H -1.400 5.395 6.635
H -1.733 3.481 9.783
H -0.328 3.892 8.796
H -1.440 5.124 9.228
H -4.180 4.256 8.689
H -3.355 5.492 7.856
H -4.211 4.117 6.901
H 0.391 1.996 8.162
H 0.544 0.487 7.425
H -0.527 0.545 8.789
H -3.834 1.332 8.338
C 4.204 0.784 4.506
C 3.931 -0.629 4.979
C 2.644 -0.654 5.805
C 1.945 -2.005 5.949
C 1.915 -2.787 4.606
C 3.327 -2.905 3.934
N 3.918 -1.588 3.843
O 5.109 -1.679 3.224
C 4.242 -3.927 4.627
C 3.043 -3.401 2.455
C 5.065 -0.953 5.976
H 5.274 0.984 4.439
H 3.925 1.467 5.309
H 3.567 1.153 3.702
H 2.740 -0.342 6.845
H 1.934 0.079 5.423
H 0.898 -1.926 6.240
H 2.452 -2.593 6.715
H 1.155 -2.332 3.971
H 1.483 -3.776 4.764
H 4.328 -3.697 5.689
H 3.913 -4.950 4.440
H 5.295 -3.946 4.347
H 2.455 -2.715 1.845
H 3.946 -3.439 1.845
H 2.609 -4.400 2.484
H 4.856 -1.916 6.443
H 5.177 -0.213 6.768
H 6.065 -1.074 5.559
H 4.790 -1.497 2.336
C 0.166 -1.099 -6.289
C -0.805 -1.022 -7.505
C -0.896 -2.433 -8.001
C -2.107 -2.738 -8.929
C -3.410 -2.386 -8.210
C -3.457 -0.891 -7.814
N -2.186 -0.532 -7.189
O -2.292 0.651 -6.547
C -3.754 0.001 -8.994
C -4.579 -0.824 -6.799
C -0.274 0.000 -8.513
H 1.110 -1.566 -6.571
H -0.292 -1.713 -5.513
H 0.424 -0.142 -5.835
H -0.015 -2.843 -8.494
H -0.886 -3.157 -7.185
H -2.195 -3.773 -9.259
H -2.064 -2.178 -9.863
H -3.465 -3.107 -7.395
H -4.204 -2.646 -8.910
H -3.770 1.067 -8.766
H -3.081 -0.155 -9.837
H -4.763 -0.223 -9.339
H -4.592 0.177 -6.369
H -5.556 -1.016 -7.242
H -4.447 -1.452 -5.918
H 0.761 -0.189 -8.796
H -0.165 0.999 -8.090
H -0.794 0.058 -9.469
H -1.981 1.259 -7.221
C 2.091 -4.671 -2.454
C 0.532 -4.658 -2.475
C 0.098 -3.198 -2.611
C -1.392 -2.868 -2.967
C -1.824 -3.816 -4.103
C -1.425 -5.400 -4.047
N -0.041 -5.551 -3.507
O 0.392 -6.917 -3.469
C -2.415 -6.016 -3.044
C -1.561 -5.847 -5.517
C 0.096 -5.096 -1.023
H 2.607 -4.298 -3.340
H 2.519 -5.647 -2.226
H 2.380 -4.068 -1.593
H 0.176 -2.628 -1.685
H 0.688 -2.657 -3.350
H -1.473 -1.871 -3.400
H -2.011 -3.040 -2.086
H -1.519 -3.403 -5.065
H -2.912 -3.792 -4.042
H -2.431 -5.529 -2.069
H -3.458 -6.050 -3.358
H -2.231 -7.077 -2.871
H -2.627 -5.800 -5.741
H -1.082 -5.259 -6.301
H -1.259 -6.867 -5.754
H -0.975 -5.033 -0.832
H 0.549 -4.599 -0.165
H 0.309 -6.144 -0.812
H -0.137 -7.352 -2.797
C -4.276 1.553 -2.616
C -3.221 0.554 -3.161
O -2.201 1.217 -3.814
O -3.677 2.533 -1.741
H -5.072 1.099 -2.026
H -4.747 2.011 -3.486
H -3.796 -0.182 -3.722
H -2.672 -0.004 -2.402
H -2.395 1.078 -4.743
H -4.401 2.902 -1.230
C 4.989 -1.984 -2.831
C 3.801 -1.386 -3.580
O 4.151 -1.559 -4.922
O 6.225 -1.261 -2.940
H 5.169 -3.028 -3.090
H 4.632 -1.902 -1.805
H 3.784 -0.298 -3.527
H 2.884 -1.891 -3.276
H 5.088 -1.353 -4.973
H 6.546 -1.401 -3.834
C 6.096 1.439 0.596
C 5.399 0.224 -0.107
O 4.482 -0.400 0.847
O 7.316 1.057 1.265
H 5.301 1.868 1.204
H 6.366 2.102 -0.226
H 6.133 -0.512 -0.434
H 4.861 0.550 -0.997
H 3.690 -0.602 0.344
H 7.066 0.393 1.911
C -0.422 7.024 -1.068
C -1.413 6.156 -1.814
O -1.465 4.840 -1.412
O -0.863 7.256 0.243
H -0.300 7.988 -1.562
H 0.606 6.673 -1.159
H -1.181 6.037 -2.872
H -2.368 6.669 -1.705
H -0.994 4.729 -0.583
H -1.572 7.892 0.125
C 2.775 4.845 -2.749
C 3.052 4.916 -1.255
O 4.152 4.150 -0.827
O 1.616 5.530 -3.170
H 2.612 3.835 -3.125
H 3.661 5.199 -3.277
H 2.251 4.377 -0.749
H 2.989 5.929 -0.858
H 4.227 4.247 0.126
H 1.758 6.479 -3.140
C -1.829 3.374 1.578
C -2.676 4.542 2.177
O -3.061 5.478 1.183
O -0.566 3.858 1.068
H -2.306 2.868 0.740
H -1.719 2.670 2.403
H -2.165 5.059 2.989
H -3.521 4.077 2.684
H -2.301 6.030 0.984
H -0.086 3.060 0.834
```

As for the HOMO energy (alpha / beta): -0.274 / -0.249 Eh. Its spin multiplicity is 3. Its frontier orbital gap (alpha / beta) is 0.27594 / 0.15280 Eh. The LUMO energy (alpha / beta) comes out at 0.061 / -2.626 eV. The total energy comes out at -164326.482 eV.

***

Record 5
This record from the Open Molecules 2025 dataset describes one molecule with the formula C4H4O2. The level of theory is ωB97M-V/def2-TZVPD.

Structure (XYZ):
```
10
C4H4O2, DFT ωB97M-V/def2-TZVPD
O 2.179 -0.385 -0.092
C 0.893 -0.146 0.070
C 0.081 0.939 -0.004
C -1.297 0.375 -0.119
C -1.102 -1.000 0.013
O 0.178 -1.270 0.016
H 2.622 0.422 -0.015
H 0.366 1.983 0.219
H -2.245 0.899 -0.038
H -1.675 -1.816 -0.053
```

As for the energy above the lowest of the compared OMol25 structures with the same formula, charge and spin: 0.875 eV. As for the HOMO energy: -0.301 Eh. Its frontier orbital gap is 0.32774 Eh. The LUMO energy comes out at 0.719 eV. The total energy comes out at -8306.202 eV.

***

Record 6
This record from the Open Molecules 2025 dataset describes one molecule with the formula C8H9FN2O. The level of theory is ωB97M-V/def2-TZVPD.

Structure (XYZ):
```
21
C8H9FN2O, DFT ωB97M-V/def2-TZVPD
C 3.821 1.183 0.218
C 2.731 0.634 -0.634
O 2.733 0.581 -1.807
N 1.525 0.221 0.069
N 0.606 -0.735 -0.366
F 1.038 -2.147 -0.055
C -0.760 -0.614 -0.153
C -1.351 0.645 -0.444
C -2.700 0.778 -0.329
C -3.566 -0.232 0.161
C -2.919 -1.423 0.484
C -1.537 -1.585 0.393
H 3.734 0.893 1.276
H 4.815 1.099 -0.252
H 3.625 2.207 0.384
H 1.564 0.339 1.126
H -0.957 1.545 -0.960
H -3.241 1.756 -0.621
H -4.680 -0.183 0.113
H -3.324 -2.360 0.825
H -1.157 -2.602 0.573
```

As for the energy above the lowest of the compared OMol25 structures with the same formula, charge and spin: 3.414 eV. As for the HOMO energy: -0.317 Eh. Its frontier orbital gap is 0.34064 Eh. The LUMO energy comes out at 0.642 eV. The total energy comes out at -16183.621 eV.

***

Record 7
This record from the Open Molecules 2025 dataset describes a 6-piece molecular cluster, H12O6 overall. The level of theory is ωB97M-V/def2-TZVPD.

Structure (XYZ):
```
18
H12O6, DFT ωB97M-V/def2-TZVPD
O 1.602 -2.813 -0.962
H 2.171 -3.265 -1.569
H 1.610 -1.864 -1.264
O -1.567 0.653 2.887
H -1.345 0.488 1.967
H -1.321 1.571 2.971
O 0.770 0.325 0.540
H 0.901 0.619 1.433
H 0.209 -0.411 0.637
O -1.331 -1.437 0.248
H -1.806 -0.667 0.047
H -1.921 -2.143 0.444
O -0.565 0.312 -1.987
H -0.245 0.346 -1.078
H -0.758 1.238 -2.058
O 1.382 2.505 -1.116
H 0.738 2.833 -0.527
H 1.478 1.710 -0.613
```

As for the energy above the lowest of the compared OMol25 structures with the same formula, charge and spin: 1.817 eV. As for the HOMO energy: -0.410 Eh. Its frontier orbital gap is 0.41052 Eh. The LUMO energy comes out at 0.006 eV. The total energy comes out at -12479.297 eV.

***

Record 8
This record from the Open Molecules 2025 dataset describes C12H30BrN11O3Yb as an isolated structure. The level of theory is ωB97M-V/def2-TZVPD.

Structure (XYZ):
```
58
C12H30BrN11O3Yb, DFT ωB97M-V/def2-TZVPD
Yb 0.140 0.028 0.428
N -2.062 1.144 -0.028
C -3.200 0.280 0.364
C -3.020 -0.085 1.821
N -1.719 -0.769 2.067
C -1.872 -2.241 2.144
C -1.871 -2.846 0.759
N -0.683 -2.353 0.015
H -2.153 2.019 0.485
H -2.152 1.410 -1.005
H -3.191 -0.598 -0.282
H -4.159 0.777 0.216
H -3.853 -0.699 2.169
H -3.036 0.828 2.422
H -1.408 -0.444 2.978
H -2.779 -2.519 2.684
H -1.045 -2.656 2.726
H -2.762 -2.559 0.203
H -1.885 -3.935 0.821
H -0.825 -2.537 -0.975
H 0.115 -2.938 0.256
N 0.977 2.428 -2.014
N 0.768 3.679 -1.417
C 0.476 3.781 -0.114
N 0.316 4.979 0.414
N 0.371 2.585 0.537
N 0.077 2.572 1.847
O 0.039 1.380 2.265
O -0.138 3.513 2.554
H 1.920 2.400 -2.391
H 0.325 2.324 -2.787
H 0.877 4.522 -1.968
H 0.440 5.808 -0.150
H 0.088 5.087 1.392
N 2.563 0.740 0.830
C 3.353 -0.052 1.808
C 2.406 -0.623 2.835
N 1.335 -1.366 2.114
H 3.099 0.878 -0.023
H 2.457 1.674 1.213
H 4.134 0.543 2.282
H 3.863 -0.863 1.285
H 1.928 0.171 3.409
H 2.938 -1.264 3.539
H 0.677 -1.713 2.806
H 1.751 -2.208 1.719
O 3.097 -2.844 -4.768
C 2.618 -2.276 -3.680
C 3.299 -2.182 -2.460
C 2.677 -1.556 -1.408
N 1.439 -1.018 -1.453
C 0.826 -1.138 -2.635
Br -0.935 -0.427 -2.719
C 1.328 -1.732 -3.764
H 3.985 -3.213 -4.652
H 4.293 -2.590 -2.336
H 3.193 -1.484 -0.462
H 0.766 -1.792 -4.684
```

As for the energy above the lowest of the compared OMol25 structures with the same formula, charge and spin: 0.000 eV. As for the HOMO energy (alpha / beta): -0.672 / -0.672 Eh. Its spin multiplicity is 2. Its frontier orbital gap (alpha / beta) is 0.33706 / 0.33662 Eh. The LUMO energy (alpha / beta) comes out at -9.122 / -9.137 eV. The total energy comes out at -137014.104 eV. As for the net charge: +3.

***

Record 9
This record from the Open Molecules 2025 dataset describes one molecule with the formula C6H11F. The level of theory is ωB97M-V/def2-TZVPD.

Structure (XYZ):
```
18
C6H11F, DFT ωB97M-V/def2-TZVPD
C 0.640 1.551 0.690
C 0.157 0.411 -0.281
C 1.213 0.261 -1.428
C -0.084 -0.756 0.377
F 0.889 -1.216 1.182
C -1.504 -0.590 0.927
C -1.075 -1.781 -0.192
H -0.064 1.948 1.621
H 0.866 2.410 -0.038
H 1.721 1.429 1.098
H -1.059 0.764 -0.479
H 1.553 1.152 -1.996
H 1.251 -0.656 -2.111
H 2.096 0.001 -0.998
H -1.992 0.385 0.396
H -1.747 -0.880 2.068
H -1.215 -2.810 0.175
H -1.647 -1.624 -1.011
```

As for the energy above the lowest of the compared OMol25 structures with the same formula, charge and spin: 4.330 eV. As for the HOMO energy: -0.356 Eh. Its frontier orbital gap is 0.39297 Eh. The LUMO energy comes out at 0.999 eV. The total energy comes out at -9113.142 eV.

***

> Among the records above, which one has the lowest total energy?

C56H124F6N4NiO20

***

> What is the total energy in the eighth record?

-137014.104 eV

***

> total energy of number 9 (C6H11F)?

-9113.142 eV